Below is C19H20N3OsS5 as an isolated structure in a non-equilibrium geometry, with properties calculated with wB97M-V/def2-TZVPD.

**HOMO level (spin up / spin down)**: -10.270 / -10.285 eV
**ΔE to the lowest compared entry with this formula, charge and spin**: 55.2 kcal/mol
**Charge**: +1
**Frontier orbital gap (spin up / spin down)**: 4.38 / 4.41 eV

Each line ends with the natural charge from an NBO analysis.
CARTESIAN COORDINATES (ANGSTROEM)
Os -0.460 -0.470 -1.122  0.73
C -1.885 2.251 -1.971  -0.43
N -0.796 1.869 -1.056  -0.49
C 0.377 2.678 -1.421  -0.41
C -1.106 2.123 0.344  0.20
C -1.886 3.195 0.729  -0.25
C -2.129 3.452 2.071  -0.20
C -1.592 2.613 3.033  -0.18
C -0.781 1.555 2.679  -0.22
C -0.497 1.279 1.327  0.09
N 0.292 0.293 0.821  -0.51
C 1.282 -0.491 1.328  0.20
C 1.564 -0.765 2.680  -0.23
C 2.626 -1.571 3.036  -0.18
C 3.464 -2.110 2.074  -0.18
C 3.203 -1.873 0.732  -0.24
C 2.127 -1.101 0.347  0.10
N 1.865 -0.799 -1.055  -0.48
C 2.674 0.373 -1.430  -0.40
C 2.251 -1.893 -1.966  -0.42
H -1.907 3.330 -2.146  0.21
H -2.848 1.942 -1.574  0.23
H -1.727 1.765 -2.935  0.22
H 0.120 3.742 -1.453  0.21
H 0.738 2.378 -2.403  0.21
H 1.161 2.556 -0.683  0.22
H -2.322 3.848 -0.010  0.22
H -2.728 4.304 2.356  0.23
H -1.800 2.797 4.076  0.23
H -0.398 0.924 3.461  0.22
H 0.936 -0.378 3.462  0.22
H 2.813 -1.772 4.079  0.23
H 4.319 -2.704 2.359  0.23
H 3.857 -2.310 -0.007  0.23
H 3.740 0.117 -1.464  0.21
H 2.552 1.161 -0.696  0.22
H 2.370 0.729 -2.414  0.21
H 3.332 -1.914 -2.142  0.21
H 1.763 -1.742 -2.931  0.22
H 1.945 -2.856 -1.561  0.23
S -5.638 -5.632 -0.926  0.10
C -4.480 -4.478 -1.026  -0.58
S -2.771 -4.853 -1.073  0.51
C -2.225 -3.199 -1.113  -0.42
C -3.193 -2.228 -1.113  -0.42
S -2.794 -0.560 -1.112  0.20
S -4.849 -2.768 -1.074  0.51
S -0.557 -2.805 -1.113  0.20



Below is a 13-piece molecular cluster, C52H121B5F20N11O5 overall in a non-equilibrium geometry, with properties calculated with wB97M-V/def2-TZVPD.

**HOMO level**: -13.946 eV
**Charge**: +3
**Frontier orbital gap**: 9.42 eV

Each line ends with the Mulliken charge.
CARTESIAN COORDINATES (ANGSTROEM)
C 7.797 3.105 23.206  -0.74
N 8.901 4.100 23.375  0.13
C 10.221 3.442 23.250  -0.98
C 8.914 5.281 22.348  -0.81
C 8.893 4.697 24.840  0.58
C 7.933 5.843 25.029  -0.85
O 6.628 5.355 24.719  -0.54
H 6.829 3.542 23.578  0.24
H 8.068 2.228 23.855  0.30
H 7.696 2.866 22.168  0.36
H 10.213 2.558 23.860  0.62
H 10.962 4.173 23.501  0.23
H 10.330 3.244 22.182  0.35
H 8.063 5.884 22.616  0.37
H 8.835 4.843 21.336  0.33
H 9.851 5.792 22.542  0.35
H 9.900 5.015 25.045  -0.46
H 8.685 3.854 25.509  0.43
H 8.196 6.729 24.467  0.36
H 7.946 6.159 26.101  0.45
H 5.913 5.927 25.088  0.32
C 22.592 9.017 25.125  -0.84
N 22.911 7.986 24.023  -0.01
C 22.319 8.531 22.697  -0.66
C 24.398 7.811 23.786  -0.97
C 22.243 6.616 24.462  0.13
C 22.571 5.452 23.452  -0.67
O 21.996 5.711 22.190  -0.55
H 21.526 9.100 24.934  0.35
H 23.144 9.880 24.843  0.38
H 22.827 8.503 26.043  0.33
H 22.531 7.877 21.884  0.37
H 22.694 9.494 22.441  0.37
H 21.220 8.444 22.809  0.31
H 24.469 7.188 22.899  0.46
H 24.837 7.292 24.633  0.31
H 24.821 8.815 23.623  0.38
H 21.185 6.750 24.611  -0.18
H 22.608 6.362 25.421  0.47
H 22.238 4.482 23.809  0.18
H 23.603 5.488 23.312  0.51
H 21.137 5.317 22.088  0.35
C 18.941 1.120 33.379  -1.03
C 18.585 0.242 32.161  -0.64
N 18.493 0.994 30.896  0.31
C 19.549 1.294 30.113  -0.79
C 19.044 1.635 28.870  -0.21
N 17.664 1.563 28.973  0.49
C 17.376 1.195 30.228  -0.04
C 16.802 1.845 27.856  0.11
H 19.998 1.407 33.304  0.33
H 18.745 0.638 34.366  0.37
H 18.461 2.095 33.331  0.29
H 17.592 -0.274 32.202  0.33
H 19.301 -0.581 31.964  0.42
H 20.611 1.339 30.418  0.44
H 19.545 1.928 27.923  0.50
H 16.373 1.024 30.558  0.18
H 15.923 2.430 28.095  -0.37
H 16.436 0.892 27.499  0.42
H 17.341 2.431 27.134  -0.22
C 16.746 3.641 23.006  -0.60
C 16.163 4.948 23.531  -0.02
N 15.805 4.882 24.975  0.96
C 16.774 4.906 25.907  -0.78
C 16.140 4.956 27.076  -1.63
N 14.776 4.773 26.841  1.33
C 14.609 4.750 25.539  -1.30
C 13.776 4.658 27.924  -1.23
H 15.926 2.936 22.838  0.30
H 17.520 3.277 23.677  -0.08
H 17.277 3.878 22.090  0.55
H 15.222 5.197 23.041  0.40
H 16.960 5.746 23.437  -0.55
H 17.829 4.946 25.625  0.39
H 16.468 5.091 28.068  1.25
H 13.685 4.606 25.003  0.78
H 13.148 5.506 27.826  0.65
H 14.286 4.516 28.895  -0.42
H 13.191 3.768 27.793  0.58
C 19.448 -0.359 20.704  -1.16
C 18.696 0.370 21.836  0.09
N 17.719 -0.422 22.536  0.29
C 17.461 -0.311 23.908  0.32
C 16.597 -1.308 24.205  -1.20
N 16.290 -1.973 23.007  0.12
C 16.946 -1.402 22.067  -0.03
C 15.201 -2.975 22.972  -0.86
H 18.738 -1.133 20.281  0.26
H 20.267 -0.895 21.174  0.35
H 19.792 0.298 19.869  0.36
H 18.199 1.247 21.357  0.06
H 19.350 0.824 22.578  0.22
H 17.825 0.482 24.479  0.41
H 16.120 -1.484 25.137  0.52
H 16.979 -1.652 21.055  0.43
H 15.484 -3.825 23.582  0.30
H 15.109 -3.324 21.972  0.36
H 14.332 -2.365 23.211  0.36
C 12.815 14.198 18.327  -1.25
C 12.836 12.744 17.912  -0.18
N 13.037 11.688 18.950  0.15
C 11.794 11.644 19.785  -1.13
C 13.162 10.355 18.197  -0.35
C 14.449 10.177 17.365  -1.15
C 14.226 11.892 19.789  -0.91
C 14.513 10.970 20.924  -0.74
O 13.620 11.206 22.002  -0.45
C 13.983 10.276 23.064  -0.72
H 12.717 14.936 17.520  0.42
H 13.723 14.476 18.887  0.31
H 11.953 14.396 18.966  0.36
H 13.702 12.536 17.350  0.24
H 11.948 12.372 17.395  0.33
H 10.943 11.457 19.121  0.36
H 11.758 12.612 20.267  0.43
H 11.908 10.792 20.436  0.50
H 12.296 10.351 17.507  0.48
H 13.091 9.505 18.910  0.43
H 14.472 11.045 16.703  0.35
H 14.207 9.317 16.697  0.41
H 15.341 9.986 17.986  0.31
H 14.061 12.841 20.334  0.32
H 15.075 11.804 19.144  0.42
H 15.532 11.156 21.203  0.67
H 14.482 9.905 20.694  0.39
H 13.644 9.260 22.851  0.29
H 13.401 10.556 23.933  0.29
H 15.041 10.372 23.220  0.40
C 10.091 0.591 32.023  -1.18
C 11.572 0.963 31.947  -0.39
N 12.172 0.662 30.651  0.30
C 13.618 0.912 30.734  -1.64
C 12.038 -0.803 30.200  -0.52
C 12.785 -1.156 28.947  -0.56
C 11.581 1.564 29.628  -0.13
C 11.238 2.967 30.045  -1.48
O 12.401 3.688 30.300  0.46
C 12.170 4.980 30.878  -0.88
H 9.762 0.979 32.988  0.46
H 10.009 -0.537 32.030  0.34
H 9.421 1.099 31.278  0.25
H 12.058 0.388 32.734  0.46
H 11.812 2.028 32.116  0.39
H 13.782 1.947 30.931  0.83
H 14.011 0.675 29.730  0.39
H 14.073 0.206 31.476  0.39
H 10.977 -1.020 30.068  0.67
H 12.317 -1.581 30.937  0.42
H 13.782 -1.619 29.188  0.25
H 12.990 -0.343 28.262  -0.28
H 12.131 -1.860 28.417  0.35
H 10.604 1.022 29.387  0.45
H 12.249 1.439 28.761  0.19
H 10.531 2.976 30.885  0.67
H 10.632 3.360 29.226  0.49
H 13.015 5.632 30.577  -0.18
H 12.351 4.991 31.925  0.35
H 11.213 5.451 30.670  0.48
C 19.366 10.795 31.695  -1.49
C 18.123 10.533 30.829  -0.19
N 17.175 9.526 31.334  0.46
C 17.805 8.358 32.039  -1.28
C 16.303 10.135 32.360  -0.42
C 15.532 11.435 32.024  -1.42
C 16.258 9.082 30.183  -1.49
C 16.879 8.285 29.020  -0.03
O 17.426 9.152 28.046  -0.53
C 17.976 8.421 26.940  -0.67
H 19.951 9.929 31.810  0.40
H 19.211 11.251 32.666  0.35
H 19.985 11.498 31.129  0.45
H 18.476 10.213 29.809  0.16
H 17.581 11.409 30.622  0.55
H 16.987 7.757 32.372  0.39
H 18.324 8.857 32.873  0.59
H 18.403 7.715 31.424  0.34
H 16.968 10.501 33.171  0.41
H 15.649 9.342 32.688  0.56
H 16.168 12.250 31.881  0.41
H 14.997 11.647 32.932  0.49
H 14.714 11.302 31.273  0.30
H 15.742 9.956 29.783  0.38
H 15.504 8.424 30.549  0.65
H 16.115 7.627 28.648  0.24
H 17.669 7.646 29.433  0.44
H 17.191 7.925 26.363  0.15
H 18.777 7.778 27.287  0.37
H 18.484 9.176 26.374  0.33
B 11.884 6.554 24.733  0.50
F 12.561 6.059 23.446  -0.51
F 10.708 7.232 24.410  -0.25
F 11.725 5.348 25.587  -0.33
F 12.799 7.393 25.415  -0.38
B 13.234 0.999 25.326  -0.25
F 11.907 1.122 24.836  -0.28
F 13.699 -0.318 25.009  -0.29
F 14.027 1.869 24.693  -0.06
F 13.391 1.142 26.746  -0.14
B 19.862 2.745 25.339  -0.42
F 19.450 3.445 26.486  -0.38
F 21.017 1.985 25.543  -0.32
F 18.743 1.938 25.087  0.15
F 19.991 3.710 24.279  -0.24
B 15.746 5.578 31.574  0.53
F 17.000 5.787 31.005  -0.38
F 15.752 5.592 32.959  -0.30
F 14.808 6.603 31.137  -0.44
F 15.356 4.323 31.094  -0.22
B 18.428 8.104 23.367  0.25
F 17.014 8.177 23.004  -0.36
F 18.768 7.031 24.316  -0.12
F 19.284 7.897 22.207  -0.37
F 18.830 9.447 23.890  -0.41



Below is C19H26N3O2PPbS4 as an isolated structure, with properties calculated with wB97M-V/def2-TZVPD.

**HOMO level**: -2.062 eV
**ΔE to the lowest compared entry with this formula, charge and spin**: 0.0 kcal/mol
**Charge**: -2
**Frontier orbital gap**: 6.56 eV

Each line ends with the natural charge from an NBO analysis.
CARTESIAN COORDINATES (ANGSTROEM)
Pb 0.228 0.601 0.581  0.93
S -0.589 1.294 3.073  -0.29
C 0.940 1.556 3.871  -0.28
C 0.819 2.037 5.218  0.29
N 0.692 2.435 6.292  -0.38
C 2.193 1.355 3.370  -0.30
S 2.624 0.741 1.791  -0.31
C 3.311 1.663 4.211  0.30
N 4.212 1.919 4.884  -0.39
C 2.808 -1.497 -1.052  -0.42
N 1.478 -1.037 -1.406  -0.44
C 1.467 -0.345 -2.681  -0.42
C 0.510 -2.127 -1.385  -0.26
C 0.251 -2.637 0.014  0.02
C 0.208 -4.009 0.247  -0.26
C -0.101 -4.497 1.510  -0.25
C -0.364 -3.602 2.538  -0.24
C -0.298 -2.233 2.296  -0.23
C 0.009 -1.716 1.038  -0.41
H 3.218 -2.192 -1.806  0.15
H 2.776 -2.004 -0.088  0.23
H 3.480 -0.642 -0.962  0.20
H 1.706 -1.023 -3.520  0.15
H 2.205 0.458 -2.669  0.20
H 0.483 0.100 -2.850  0.24
H 0.837 -2.953 -2.044  0.15
H -0.428 -1.737 -1.794  0.22
H 0.424 -4.700 -0.563  0.19
H -0.126 -5.567 1.690  0.19
H -0.620 -3.966 3.527  0.19
H -0.498 -1.545 3.112  0.22
C -0.638 2.174 -4.908  -0.65
C -1.684 3.239 -5.199  0.13
C -2.268 3.072 -6.598  -0.63
O -2.755 3.312 -4.263  -0.85
P -3.453 2.159 -3.364  1.63
S -5.144 2.946 -2.750  -0.72
S -2.188 1.345 -2.073  -0.76
O -3.716 1.101 -4.603  -0.86
C -4.122 -0.258 -4.471  0.13
C -5.016 -0.539 -3.272  -0.66
C -2.900 -1.170 -4.480  -0.64
H 0.159 2.246 -5.653  0.19
H -1.089 1.182 -4.961  0.22
H -0.215 2.295 -3.913  0.24
H -1.210 4.223 -5.130  0.17
H -2.743 2.093 -6.676  0.22
H -1.480 3.154 -7.350  0.18
H -3.022 3.837 -6.783  0.21
H -4.705 -0.448 -5.380  0.16
H -4.466 -0.393 -2.342  0.24
H -5.361 -1.575 -3.320  0.19
H -5.875 0.130 -3.267  0.23
H -2.324 -1.020 -3.566  0.24
H -2.263 -0.947 -5.338  0.20
H -3.219 -2.214 -4.541  0.19



Below is a 3-piece molecular cluster, C19H42ClNO9 overall in a non-equilibrium geometry, with properties calculated with wB97M-V/def2-TZVPD.

**HOMO level**: -8.889 eV
**Frontier orbital gap**: 9.48 eV

Each line ends with the Mulliken charge.
CARTESIAN COORDINATES (ANGSTROEM)
C 2.061 -2.334 0.099  -0.95
C 1.400 -1.083 -0.502  -0.29
C 0.486 -0.424 0.520  -0.71
N -0.643 0.286 -0.122  -0.12
O -1.839 0.013 0.624  -0.22
C -2.932 -0.105 -0.194  0.55
O -3.692 0.828 -0.405  -0.55
O -3.258 -1.365 -0.572  -0.31
C -2.250 -2.208 -1.042  1.44
Cl -1.848 -1.754 -2.743  -0.22
C -2.744 -3.636 -1.003  -0.62
C -2.318 -4.381 0.260  -1.06
H 3.057 -2.459 -0.287  0.37
H 2.089 -2.288 1.176  0.00
H 1.471 -3.200 -0.163  0.34
H 2.169 -0.395 -0.817  0.46
H 0.821 -1.374 -1.357  0.13
H 0.056 -1.203 1.124  0.32
H 1.052 0.259 1.137  0.39
H -0.479 1.280 -0.031  0.29
H -1.354 -2.102 -0.462  -0.81
H -2.362 -4.137 -1.873  0.33
H -3.816 -3.595 -1.113  0.34
H -1.952 -5.355 -0.018  0.35
H -1.490 -3.888 0.745  0.25
H -3.123 -4.502 0.963  0.30
C -2.325 2.435 -8.193  -0.78
O -2.312 2.123 -6.819  -0.28
C -1.124 1.494 -6.376  -0.60
C -0.707 1.967 -5.001  -0.06
O -0.204 3.293 -4.940  -0.46
C -1.099 4.384 -5.081  -0.30
C -2.013 4.612 -3.898  -0.56
O -3.012 3.615 -3.808  -0.33
C -3.247 3.156 -2.494  -0.64
H -2.530 1.546 -8.800  0.32
H -3.120 3.163 -8.357  0.24
H -1.378 2.882 -8.511  0.35
H -0.304 1.675 -7.080  0.35
H -1.302 0.411 -6.326  0.35
H 0.135 1.340 -4.696  0.35
H -1.502 1.806 -4.272  0.02
H -1.666 4.323 -6.012  0.12
H -0.452 5.262 -5.158  0.39
H -2.506 5.586 -4.018  0.38
H -1.407 4.641 -2.985  0.33
H -2.309 2.898 -1.990  0.19
H -3.855 2.258 -2.560  0.24
H -3.787 3.903 -1.901  0.40
C 5.087 0.963 4.687  -0.76
O 3.856 0.649 5.301  -0.29
C 2.719 0.951 4.515  -0.56
C 1.634 -0.093 4.655  -0.43
O 1.907 -1.344 4.042  -0.28
C 2.899 -2.186 4.609  -0.40
C 2.525 -2.829 5.926  -0.62
O 2.515 -1.897 6.993  -0.30
C 1.450 -2.078 7.899  -0.79
H 5.293 2.038 4.740  0.32
H 5.868 0.428 5.225  0.24
H 5.105 0.641 3.641  0.34
H 2.992 1.043 3.457  0.32
H 2.312 1.915 4.849  0.39
H 0.759 0.287 4.121  0.44
H 1.338 -0.217 5.698  0.14
H 3.862 -1.678 4.677  0.18
H 3.017 -2.996 3.885  0.37
H 3.269 -3.603 6.153  0.39
H 1.547 -3.312 5.822  0.36
H 0.491 -2.169 7.376  0.37
H 1.411 -1.199 8.539  0.23
H 1.608 -2.963 8.525  0.33



Number 1: E_tot -81133.78621 eV. Number 2: E_tot -140253.24820 eV. Number 3: E_tot -86572.73212 eV. Number 4: E_tot -52818.58629 eV.